Formula: C42H40N2O6P2Tc
Source: OMol25
Level of theory: ωB97M-V/def2-TZVPD

```
! RIJCOSX wB97M-V def2-TZVPD def2/J DEFGRID3
* xyz 2 4
Tc 1.42484 -1.63215 -0.77616
C 2.71228 -3.11367 -1.40416
C 2.69978 -1.97065 -2.27334
C 1.89507 -2.04488 -3.53452
C 0.40456 -2.43093 -3.38496
C -0.19085 -2.14815 -2.00761
C -0.07475 -2.90427 -0.77321
C 0.46466 -4.31234 -0.84423
C 1.90368 -4.39328 -1.44936
C -2.51108 0.88275 0.94588
H 3.67471 -3.30987 -0.90637
H 3.38010 -1.10197 -2.12374
H 2.40750 -2.70348 -4.26256
H 1.92366 -1.04706 -3.96710
H -0.22097 -1.84101 -4.07759
H 0.24557 -3.45591 -3.74430
H -1.21596 -1.69722 -2.13529
H -0.94968 -2.78295 -0.10327
H -0.23233 -4.91658 -1.43819
H 0.44937 -4.79094 0.15004
H 2.40939 -5.18815 -0.87758
H 1.84497 -4.82599 -2.44596
H -1.69792 0.36580 1.44375
H -3.45909 0.86799 1.49549
H -2.23794 1.89818 0.68164
P 1.13603 0.62898 -1.36332
P -2.86588 0.07748 -0.59773
C -0.38034 1.04618 -2.20144
C -1.65137 0.52596 -1.92462
C 2.53576 1.66293 -1.84228
C 3.22949 1.82288 -3.07476
C 4.10368 2.90691 -3.23001
C 4.39244 3.73421 -2.13060
C 3.87453 3.43849 -0.86152
C 3.05355 2.33827 -0.70925
C 2.81243 -1.38605 0.91860
C 2.51771 -2.13768 2.05893
C 3.56243 -2.82711 2.62473
C 4.87227 -2.50494 2.26749
C 5.15742 -1.45856 1.39703
C 4.06090 -0.78749 0.81467
C -4.32691 0.86943 -1.30395
C -4.04596 2.10635 -1.90090
C -5.04609 2.85925 -2.50545
C -6.35946 2.39685 -2.49956
C -6.63129 1.12788 -1.98610
C -5.62644 0.35537 -1.39071
C -3.29579 -1.63496 -0.17620
C -2.92661 -2.23210 1.05491
C -3.17924 -3.57955 1.32724
C -3.83004 -4.37851 0.38744
C -4.27621 -3.78890 -0.79518
C -3.98291 -2.45286 -1.09453
H -0.23281 1.54137 -3.18150
H -2.29131 0.52525 -2.83983
H 3.08571 1.14258 -3.91244
H 4.56825 3.14810 -4.19600
H 5.04174 4.60594 -2.23571
H 4.09850 4.05535 0.01149
H 2.74061 1.98177 0.27082
H 1.50077 -2.25195 2.38174
H 3.36559 -3.62810 3.32483
H 5.69013 -3.00133 2.77061
H 6.19351 -1.12517 1.23702
H 4.19269 0.21198 0.39930
H -3.01806 2.46231 -1.95903
H -4.79175 3.80115 -2.98467
H -7.16515 3.02539 -2.89113
H -7.63974 0.73053 -2.06327
H -5.86117 -0.63731 -1.01912
H -2.36245 -1.65711 1.78555
H -2.84763 -4.01394 2.27555
H -3.99348 -5.44353 0.59440
H -4.85793 -4.40878 -1.48654
H -4.27812 -2.07175 -2.07207
O 0.80173 0.27825 2.03167
C 0.56202 1.48347 1.78286
O 0.49404 1.95251 0.57289
C 0.38503 2.46149 2.96948
C 0.07580 3.82210 2.77239
C 0.12239 4.74679 3.84779
C 0.36557 4.33697 5.16382
C 0.55266 2.96864 5.38512
C 0.53394 2.03516 4.31113
N 0.77666 2.49813 6.72616
O 0.79939 3.35824 7.63640
O 0.92671 1.27669 6.93548
N -0.07415 6.11809 3.45126
O -0.29019 6.28761 2.21993
O -0.03078 7.06200 4.26344
H -0.13383 4.17836 1.76244
H 0.37629 5.03559 5.99314
H 0.68514 0.97518 4.51435
*
```

Computed properties:
- F_max: 6.051 eV Å⁻¹
- Electronic energy: -80215.6951 eV
- Frontier orbital gap (spin up / spin down): 5.83 / 5.74 eV